C7H24O7 | ωB97M-V/def2-TZVPD

Positions of all 38 atoms, in Å:
1 C -1.7920 2.2017 1.7162
2 C -1.1939 0.9930 2.2546
3 C -1.1265 -0.1525 1.1748
4 C -1.5376 -1.4445 1.3619
5 C -1.2207 -2.6387 0.5023
6 C -0.0581 -2.5842 -0.1920
7 O 0.7557 -1.5197 -0.3408
8 C 0.4542 -3.6207 -1.1308
9 H -1.5196 3.1280 2.2666
10 H -2.9065 2.1083 1.5726
11 H -1.5074 2.4113 0.6553
12 H -0.2479 1.1885 2.7253
13 H -1.4597 0.4837 3.2980
14 H -0.7653 0.0806 0.2775
15 H -2.3349 -1.6964 2.2487
16 H -2.0188 -3.2276 0.7942
17 H 0.6084 -0.7695 0.3948
18 H -0.4965 -4.2543 -1.4588
19 H 1.4113 -3.9535 -0.6646
20 H 0.8707 -3.1028 -2.0058
21 H 3.7210 0.2939 -1.2448
22 H 2.6746 -0.4554 -0.5355
23 O 3.6367 -0.3771 -0.5281
24 H 0.3699 -0.1721 -2.6169
25 H -0.2704 1.2801 -2.5844
26 O 0.5344 0.7202 -2.9366
27 H 3.1664 1.9184 -1.5710
28 H 1.9675 1.3515 -2.3949
29 O 2.9917 1.4072 -2.2478
30 H 1.6083 3.5707 -1.7562
31 H 1.2452 3.2710 -0.2971
32 O 1.3254 2.8566 -1.1841
33 H -3.9345 1.0281 -1.1112
34 H -4.0298 -0.3691 -0.7186
35 O -4.2684 0.4839 -0.2301
36 H 2.1074 -0.9478 2.3212
37 H 1.7720 0.7267 2.2458
38 O 1.4677 -0.2172 1.9402

Force components x, y, z for each atom (eV/Å):
C -2.3 2.3 -1.1
C 0.5 -4.2 1.4
C -2.4 -1.5 5.5
C -1.4 1.0 1.3
C 1.3 4.5 1.3
C -1.1 -0.8 -1.3
O -0.4 2.3 2.2
C -1.2 -0.4 -0.4
H -0.5 -0.6 -0.1
H 0.9 0.2 0.6
H 0.4 -0.4 0.7
H 1.3 0.4 -1.0
H -1.3 1.1 -2.1
H 1.6 1.3 -3.4
H 2.4 0.8 -1.8
H -0.6 -2.9 -0.8
H 0.5 -2.4 -1.5
H 2.8 0.4 0.9
H -1.0 -1.1 -0.3
H -0.6 -0.1 -0.1
H 0.1 -0.8 0.3
H 0.1 -0.4 0.2
O 0.0 0.3 0.0
H 0.0 -0.2 0.2
H 2.5 -1.7 -1.0
O -2.8 1.8 0.8
H 0.8 4.2 5.1
H 2.5 -0.1 0.5
O -2.4 -4.0 -6.6
H 0.1 0.2 -0.2
H -0.1 -0.4 -0.8
O -0.8 1.0 1.7
H -1.4 -1.1 3.6
H -0.7 0.8 1.7
O 2.1 0.3 -5.3
H -1.6 2.6 -1.1
H -0.4 -3.1 -0.7
O 2.6 0.5 2.0

Properties
Frontier orbital gap in eV: 7.726
Structure (SMILES): CC/C=C/C=C(/C)O.O.O.O.O.O.O
Net charge: 0
E_tot in eV: -21975.49420
Relative energy (zero: lowest compared OMol25 entry of this formula, charge and spin) in kcal per mole: 118.56